1.
Entry from the OMol25 dataset: a 11-piece molecular cluster, C32H93N15O11 overall (ωB97M-V/def2-TZVPD).

Geometry (Å):
C 3.836 7.360 1.414
C 4.425 8.599 2.049
C 5.778 8.360 2.672
O 6.046 9.483 3.440
C 7.067 9.269 4.434
N 4.465 9.680 1.041
H 3.582 6.630 2.183
H 4.671 6.976 0.828
H 2.986 7.536 0.755
H 3.808 8.900 2.896
H 6.465 8.209 1.839
H 5.897 7.418 3.207
H 7.334 10.090 5.099
H 7.934 8.942 3.861
H 6.869 8.420 5.090
H 4.867 10.428 1.587
H 3.518 9.914 0.777
C -2.127 -2.305 0.787
C -0.659 -2.387 0.201
C 0.288 -1.111 0.462
O -0.540 -0.021 0.105
C -0.092 1.193 0.614
N 0.000 -3.599 0.581
H -2.694 -1.451 0.419
H -2.122 -2.198 1.871
H -2.677 -3.192 0.473
H -0.724 -2.244 -0.877
H 1.195 -1.175 -0.139
H 0.608 -1.074 1.504
H -0.695 2.076 0.405
H 0.887 1.356 0.162
H 0.020 1.237 1.697
H 0.962 -3.430 0.325
H -0.086 -3.675 1.584
C 0.887 8.044 -7.846
C 1.047 8.509 -6.385
C 1.399 7.227 -5.414
O 0.482 6.116 -5.550
C 0.584 5.225 -4.444
N 2.067 9.484 -6.250
H 1.721 7.416 -8.160
H 1.030 8.837 -8.579
H 0.020 7.386 -7.902
H 0.046 8.660 -5.980
H 1.422 7.535 -4.369
H 2.416 6.884 -5.605
H 1.590 4.815 -4.353
H -0.132 4.416 -4.586
H 0.333 5.798 -3.551
H 2.965 9.026 -6.318
H 2.102 9.685 -5.260
C 2.626 -5.681 -3.436
C 3.840 -4.783 -3.167
C 3.762 -3.405 -3.990
O 3.607 -3.771 -5.408
C 2.904 -2.847 -6.207
N 3.863 -4.481 -1.766
H 2.645 -6.049 -4.462
H 1.649 -5.240 -3.237
H 2.786 -6.595 -2.864
H 4.718 -5.332 -3.509
H 4.631 -2.791 -3.752
H 2.983 -2.821 -3.500
H 2.815 -3.283 -7.202
H 3.312 -1.841 -6.102
H 1.893 -2.908 -5.805
H 4.173 -5.364 -1.387
H 4.584 -3.820 -1.516
C -7.347 -4.866 -3.514
C -6.906 -3.947 -2.337
C -6.684 -2.478 -2.608
O -5.389 -2.221 -3.173
C -5.106 -0.872 -3.420
N -7.972 -4.109 -1.375
H -8.236 -4.461 -3.999
H -7.718 -5.830 -3.166
H -6.593 -5.044 -4.281
H -6.014 -4.428 -1.935
H -6.965 -1.907 -1.724
H -7.452 -2.064 -3.262
H -5.110 -0.491 -2.398
H -5.944 -0.416 -3.947
H -4.218 -0.680 -4.022
H -7.448 -3.601 -0.677
H -7.827 -5.046 -1.026
C -7.020 6.232 -0.557
C -7.282 5.278 0.621
C -6.583 5.672 1.923
O -5.230 5.211 2.033
C -5.138 3.804 2.298
N -8.714 5.185 0.809
H -5.961 6.173 -0.808
H -7.187 7.228 -0.146
H -7.758 6.062 -1.341
H -6.892 4.334 0.239
H -7.156 5.237 2.742
H -6.587 6.753 2.058
H -5.725 3.179 1.625
H -5.516 3.650 3.309
H -4.084 3.537 2.376
H -9.146 5.217 -0.103
H -8.935 4.349 1.331
C 7.933 -0.516 0.027
C 6.937 -0.002 1.110
C 6.056 1.234 0.647
O 5.304 1.884 1.668
C 6.011 2.079 2.960
N 6.085 -1.145 1.404
H 7.504 -0.978 -0.862
H 8.536 -1.299 0.487
H 8.584 0.232 -0.425
H 7.493 0.239 2.016
H 5.357 1.092 -0.177
H 6.777 1.954 0.258
H 5.608 2.781 3.690
H 6.929 2.591 2.673
H 6.350 1.190 3.493
H 5.437 -0.841 2.116
H 6.584 -1.908 1.840
C -4.245 -2.217 8.211
O -4.982 -1.683 8.967
N -3.267 -3.001 8.473
N -4.213 -1.956 6.906
H -2.556 -3.197 7.783
H -3.091 -3.449 9.361
H -3.874 -2.766 6.407
H -5.040 -1.476 6.580
C 2.676 -8.560 3.127
O 2.069 -8.725 2.091
N 2.868 -9.423 4.034
N 3.130 -7.409 3.465
H 3.460 -9.311 4.845
H 2.261 -10.229 3.998
H 3.669 -7.133 4.273
H 3.033 -6.886 2.607
C -2.982 -9.238 -1.284
O -4.020 -9.820 -1.474
N -1.955 -9.809 -0.890
N -2.732 -7.973 -1.544
H -1.937 -10.819 -0.898
H -1.214 -9.204 -0.566
H -3.520 -7.596 -2.050
H -1.784 -7.626 -1.513
C -2.114 -7.249 5.039
O -2.335 -6.058 5.202
N -1.676 -8.193 5.845
N -2.238 -7.779 3.884
H -1.639 -9.172 5.598
H -1.325 -7.952 6.760
H -2.378 -7.101 3.149
H -1.551 -8.485 3.663

Forces on atoms 1 to 6 (eV/Å):
C 0.966 -0.313 0.156
C -1.558 -0.092 0.093
C 0.085 -0.427 -1.245
O 0.691 0.956 1.927
C 0.413 -1.075 -1.114
N 0.911 -0.670 0.862

Properties
ΔE to the lowest compared entry with this formula, charge and spin = 9.524 eV
gap between HOMO and LUMO = 0.33087 Ha
SMILES = COC[C@H](C)N.COC[C@H](C)N.COC[C@H](C)N.COC[C@H](C)N.COC[C@H](C)N.COC[C@H](C)N.COC[C@H](C)N.NC(N)=O.NC(N)=O.NC(N)=O.NC(N)=O
E = -79558.850 eV

---

2.
Entry from the OMol25 dataset: a 7-piece molecular cluster, C32H96N17O9P5 overall (ωB97M-V/def2-TZVPD).

Geometry (Å):
O 3.309 6.272 -0.983
P 1.876 6.048 -0.697
N 1.768 5.042 0.678
C 2.884 4.190 1.095
C 0.556 4.808 1.447
N 1.073 5.196 -1.935
C 1.828 4.697 -3.052
C -0.227 4.612 -1.754
N 0.939 7.399 -0.343
C 1.654 8.428 0.438
C -0.492 7.646 -0.508
H 3.788 4.166 0.500
H 2.536 3.148 1.138
H 3.028 4.429 2.154
H 0.166 3.808 1.230
H -0.172 5.605 1.315
H 0.797 4.799 2.517
H 2.304 3.724 -2.839
H 1.285 4.445 -3.967
H 2.672 5.355 -3.254
H -0.608 4.745 -0.740
H -0.964 4.898 -2.507
H -0.126 3.514 -1.715
H 2.713 8.515 0.198
H 1.233 9.421 0.304
H 1.598 8.077 1.473
H -0.948 7.617 0.486
H -0.858 6.961 -1.267
H -0.632 8.665 -0.876
O 1.629 0.286 -0.377
P 0.565 -0.708 -0.387
N 0.763 -2.017 -1.465
C 2.065 -2.656 -1.444
C -0.355 -2.970 -1.543
N -0.952 0.013 -0.666
C -1.377 0.929 0.359
C -1.369 0.383 -2.012
N 0.307 -1.406 1.144
C 1.468 -1.566 2.034
C -0.910 -2.135 1.493
H 2.176 -3.390 -2.248
H 2.073 -3.296 -0.543
H 2.947 -2.023 -1.434
H -0.358 -3.556 -0.621
H -0.114 -3.669 -2.342
H -1.256 -2.376 -1.661
H -0.638 1.011 1.159
H -1.648 1.924 -0.002
H -2.275 0.600 0.908
H -0.564 1.004 -2.431
H -1.513 -0.439 -2.718
H -2.307 0.935 -2.027
H 1.831 -0.545 2.152
H 1.096 -1.908 2.999
H 2.150 -2.276 1.564
H -0.588 -3.172 1.611
H -1.645 -2.066 0.691
H -1.431 -1.704 2.350
O 2.631 -0.443 -7.788
P 1.716 0.114 -6.783
N 1.154 1.665 -7.148
C 1.785 2.438 -8.220
C 0.221 2.444 -6.357
N 2.475 0.166 -5.238
C 2.845 -1.146 -4.757
C 2.064 0.941 -4.078
N 0.335 -0.860 -6.545
C -0.648 -0.612 -5.496
C 0.174 -2.067 -7.308
H 2.696 1.986 -8.601
H 2.023 3.410 -7.779
H 1.097 2.564 -9.058
H -0.292 1.929 -5.554
H -0.595 2.780 -7.008
H 0.757 3.327 -5.993
H 1.992 -1.646 -4.271
H 3.133 -1.884 -5.509
H 3.689 -1.024 -4.076
H 1.493 1.844 -4.292
H 1.351 0.347 -3.494
H 2.938 1.193 -3.479
H -0.262 0.025 -4.701
H -1.645 -0.401 -5.873
H -0.618 -1.530 -4.885
H -0.863 -2.417 -7.292
H 0.786 -2.864 -6.864
H 0.392 -2.020 -8.376
O -4.531 -1.761 -3.676
P -5.064 -2.744 -2.722
N -6.688 -3.168 -2.833
C -7.091 -4.122 -3.838
C -7.686 -2.335 -2.216
N -4.791 -2.228 -1.128
C -4.435 -0.835 -0.800
C -5.256 -3.015 0.006
N -4.249 -4.213 -2.865
C -4.662 -5.407 -2.132
C -3.109 -4.393 -3.758
H -7.662 -3.660 -4.651
H -7.865 -4.802 -3.446
H -6.304 -4.790 -4.169
H -8.330 -2.824 -1.473
H -8.432 -1.848 -2.852
H -7.189 -1.543 -1.652
H -4.211 -0.114 -1.579
H -5.385 -0.466 -0.381
H -3.716 -0.820 0.018
H -4.728 -3.941 0.233
H -5.192 -2.372 0.885
H -6.306 -3.286 -0.146
H -4.035 -5.586 -1.252
H -5.717 -5.367 -1.865
H -4.495 -6.279 -2.769
H -3.372 -4.362 -4.823
H -2.771 -5.427 -3.702
H -2.352 -3.640 -3.559
O 5.947 1.156 7.445
P 4.468 1.145 7.417
N 3.826 0.964 8.973
C 2.670 0.120 9.208
C 4.771 0.814 10.086
N 3.750 -0.017 6.347
C 4.489 -1.196 5.872
C 2.322 -0.104 6.060
N 3.867 2.579 6.837
C 2.546 3.044 7.193
C 4.569 3.259 5.746
H 2.972 -0.889 9.521
H 1.955 0.024 8.401
H 2.095 0.478 10.070
H 4.988 -0.256 10.138
H 4.372 1.279 10.989
H 5.739 1.306 10.009
H 3.783 -2.019 6.012
H 4.632 -1.106 4.789
H 5.482 -1.311 6.294
H 2.312 0.007 4.967
H 1.930 -1.084 6.343
H 1.695 0.727 6.366
H 2.004 2.374 7.855
H 2.651 3.978 7.762
H 1.930 3.269 6.316
H 4.558 2.500 4.949
H 5.564 3.640 5.941
H 3.914 3.997 5.280
C -0.577 -7.075 0.398
N -1.239 -6.956 -0.919
O -1.080 -5.896 -1.501
O -1.834 -7.896 -1.391
H -0.668 -8.128 0.649
H -0.903 -6.297 1.078
H 0.477 -6.887 0.189
C -1.346 -3.086 7.099
N -1.450 -3.200 5.632
O -0.852 -2.428 4.927
O -2.156 -4.101 5.228
H -0.931 -3.993 7.522
H -2.364 -2.924 7.453
H -0.827 -2.163 7.340

Forces on atoms 1 to 6 (eV/Å):
O -0.729 0.284 -0.203
P -0.729 -1.481 0.503
N 0.307 1.003 -0.816
C -1.325 -0.810 0.865
C 0.847 -0.046 0.212
N -0.087 1.408 0.154

Properties
ΔE to the lowest compared entry with this formula, charge and spin = 2.376 eV
gap between HOMO and LUMO = 0.27646 Ha
SMILES = CN(C)P(=O)(N(C)C)N(C)C.CN(C)P(=O)(N(C)C)N(C)C.CN(C)P(=O)(N(C)C)N(C)C.CN(C)P(=O)(N(C)C)N(C)C.CN(C)P(=O)(N(C)C)N(C)C.C[N+](=O)[O-].C[N+](=O)[O-]
E = -124942.738 eV

---

3.
Entry from the OMol25 dataset: a 16-piece molecular cluster, C32H96O16 overall (ωB97M-V/def2-TZVPD).

Geometry (Å):
C 0.670 19.971 5.916
C 0.158 19.077 7.011
O -1.175 18.690 6.711
H 0.842 19.452 4.976
H 1.635 20.400 6.217
H 0.032 20.845 5.773
H 0.235 19.584 7.986
H 0.786 18.182 7.101
H -1.461 17.984 7.300
C 4.903 16.693 13.720
C 4.871 17.687 12.576
O 3.533 18.176 12.394
H 4.232 17.002 14.520
H 5.907 16.592 14.137
H 4.616 15.693 13.387
H 5.228 17.252 11.639
H 5.515 18.536 12.829
H 3.646 19.109 12.134
C -3.827 19.616 14.176
C -2.421 19.602 14.701
O -2.217 18.416 15.450
H -4.512 19.753 15.014
H -4.109 18.673 13.700
H -3.963 20.386 13.418
H -2.241 20.510 15.292
H -1.669 19.690 13.901
H -1.323 18.384 15.818
C 0.834 23.210 8.742
C 1.809 23.634 7.686
O 1.239 24.717 6.957
H 0.620 24.026 9.433
H 1.238 22.356 9.293
H -0.122 22.848 8.354
H 2.026 22.803 7.005
H 2.746 23.942 8.164
H 1.735 24.833 6.141
C -3.621 15.475 11.916
C -2.692 16.137 12.918
O -3.307 16.096 14.188
H -3.286 15.562 10.881
H -4.611 15.932 11.972
H -3.717 14.423 12.187
H -2.394 17.146 12.598
H -1.766 15.550 12.980
H -2.940 16.800 14.744
C 1.601 19.613 15.012
C 1.125 18.194 15.216
O 0.457 18.045 16.486
H 2.353 19.891 15.755
H 0.769 20.309 15.147
H 2.007 19.749 14.010
H 1.954 17.486 15.160
H 0.387 17.942 14.455
H 1.132 17.978 17.166
C 4.755 22.494 10.417
C 4.918 21.647 11.665
O 3.767 20.829 11.906
H 3.948 23.215 10.565
H 4.558 21.906 9.521
H 5.659 23.091 10.263
H 5.045 22.317 12.524
H 5.809 21.021 11.631
H 3.042 21.453 12.084
C 2.494 23.596 14.213
C 1.254 23.203 13.467
O 1.611 22.595 12.231
H 3.064 22.741 14.586
H 2.211 24.181 15.093
H 3.182 24.207 13.625
H 0.547 24.026 13.328
H 0.711 22.467 14.078
H 0.805 22.283 11.787
C -4.544 18.647 10.381
C -5.814 19.373 10.018
O -5.774 20.693 10.587
H -4.375 18.649 11.460
H -3.693 19.156 9.920
H -4.561 17.611 10.051
H -6.687 18.834 10.398
H -5.907 19.436 8.930
H -6.390 21.253 10.108
C 0.174 15.878 8.623
C -1.080 16.566 9.151
O -2.236 16.300 8.349
H 0.233 15.763 7.538
H 0.310 14.878 9.039
H 1.062 16.460 8.874
H -0.913 17.640 9.222
H -1.280 16.211 10.165
H -2.449 15.369 8.463
C -2.469 23.811 10.486
C -3.789 23.364 11.060
O -3.623 22.083 11.666
H -2.162 23.108 9.714
H -1.719 23.751 11.281
H -2.485 24.848 10.152
H -4.556 23.242 10.285
H -4.198 24.067 11.792
H -4.328 21.469 11.407
C 0.540 14.333 12.039
C 1.246 15.534 12.603
O 1.735 16.326 11.533
H 1.238 13.772 11.411
H -0.278 14.606 11.371
H 0.198 13.654 12.820
H 2.087 15.162 13.208
H 0.618 16.124 13.279
H 2.415 16.929 11.890
C -2.888 21.310 7.281
C -3.441 22.704 7.080
O -4.289 22.748 5.927
H -2.392 21.193 8.250
H -2.173 21.039 6.509
H -3.699 20.578 7.235
H -2.604 23.385 6.917
H -3.988 23.057 7.959
H -5.187 22.595 6.230
C -2.387 23.530 14.707
C -3.391 24.640 14.878
O -2.744 25.915 14.906
H -1.641 23.546 15.507
H -1.920 23.587 13.727
H -2.856 22.558 14.876
H -4.016 24.497 15.762
H -4.087 24.618 14.031
H -3.032 26.413 14.138
C 0.749 19.648 10.932
C -0.719 19.914 11.138
O -0.928 21.225 11.679
H 1.226 20.439 10.350
H 0.875 18.713 10.383
H 1.242 19.552 11.897
H -1.134 19.176 11.841
H -1.313 19.799 10.220
H -1.884 21.392 11.769
C 3.599 17.755 8.925
C 4.398 19.030 9.026
O 4.950 19.311 7.735
H 2.920 17.873 8.076
H 3.037 17.550 9.832
H 4.223 16.890 8.689
H 5.199 18.959 9.772
H 3.729 19.850 9.311
H 5.448 20.131 7.796

Forces on atoms 1 to 6 (eV/Å):
C 0.680 0.655 0.226
C -0.008 -0.503 0.186
O 0.039 0.247 -0.073
H -0.280 -0.058 -0.054
H -0.007 -0.241 0.016
H -0.247 -0.208 -0.153

Properties
ΔE to the lowest compared entry with this formula, charge and spin = 0.585 eV
gap between HOMO and LUMO = 0.36138 Ha
E = -67498.861 eV

---

no.,E_LUMO (eV),largest force on an atom (eV/A)
1,0.0,8.56
2,-0.4,2.56
3,0.2,0.99